A molecular structure, C23H19Cl5IN3Pd in a non-equilibrium geometry. Source: the Open Molecules 2025 dataset; level of theory: ωB97M-V/def2-TZVPD.

Cartesian coordinates (Å):
Pd -0.36 0.25 1.66
I -0.12 0.77 4.54
C 1.96 0.57 4.20
C 2.73 0.46 5.33
C 4.13 0.42 5.23
C 4.72 0.55 4.01
C 3.94 0.69 2.83
C 4.58 0.88 1.58
C 3.82 0.96 0.45
C 2.42 0.80 0.50
C 1.71 0.62 1.68
C 2.51 0.63 2.88
H 2.25 0.41 6.30
H 4.73 0.30 6.13
H 5.80 0.56 3.92
H 5.66 0.96 1.55
H 4.30 1.13 -0.51
H 1.88 0.80 -0.44
Cl -2.17 -3.18 1.52
C -3.10 -1.68 1.37
C -2.43 -0.48 1.51
C -3.27 0.64 1.47
Cl -2.52 2.19 1.70
C -4.64 0.59 1.27
Cl -5.62 2.03 1.25
C -5.26 -0.66 1.10
Cl -6.97 -0.77 0.84
C -4.47 -1.80 1.15
Cl -5.23 -3.36 0.95
C 0.22 -2.57 -2.73
C -0.36 -2.27 -1.36
N -0.25 -0.87 -1.06
C -0.52 0.08 -1.99
N -0.87 1.26 -1.61
C -1.05 2.32 -2.58
C -0.34 2.07 -3.90
C -0.71 0.67 -4.36
N -0.30 -0.28 -3.35
C -0.45 -1.66 -3.74
H 0.07 -3.62 -3.01
H 1.30 -2.36 -2.72
H 0.17 -2.83 -0.59
H -1.40 -2.62 -1.34
H -0.27 -0.56 0.02
H -0.69 3.25 -2.13
H -2.12 2.47 -2.77
H 0.74 2.11 -3.75
H -0.62 2.81 -4.66
H -0.20 0.41 -5.29
H -1.80 0.62 -4.55
H -0.01 -1.78 -4.73
H -1.52 -1.95 -3.83

Output
- net charge = -2
- gap between HOMO and LUMO (eV) = 3.70
- relative energy (zero: lowest compared OMol25 entry of this formula, charge and spin) (kcal/mol) = 17.3
- HOMO energy (eV) = 0.66
- F_max (eV/Å) = 1.23
- lowest unoccupied orbital energy (eV) = 4.358

=====

A molecular structure, C20H17F9FeN8O3PS2Se. Source: the Open Molecules 2025 dataset; level of theory: ωB97M-V/def2-TZVPD.

Cartesian coordinates (Å):
Fe -1.47 0.83 0.39
C -4.85 -1.33 -3.98
C -3.48 -0.67 -4.08
N -2.50 -1.29 -3.21
C -2.28 -0.98 -1.92
S -3.28 0.19 -1.14
N -1.28 -1.66 -1.36
N -1.06 -1.24 -0.09
C -0.40 -1.94 0.74
C 0.25 -3.25 0.43
C -0.36 -1.38 2.11
C 0.29 -2.01 3.16
C 0.22 -1.44 4.43
C -0.50 -0.28 4.61
C -1.11 0.30 3.51
N -1.05 -0.23 2.30
H -5.55 -0.83 -4.65
H -4.80 -2.38 -4.24
H -5.23 -1.24 -2.96
H -3.09 -0.74 -5.10
H -3.55 0.39 -3.84
H -1.79 -1.88 -3.62
H 0.00 -3.54 -0.59
H 1.34 -3.15 0.50
H -0.06 -4.03 1.12
H 0.86 -2.91 2.98
H 0.73 -1.91 5.26
H -0.57 0.20 5.58
H -1.65 1.24 3.59
Se 2.46 -0.03 -0.28
C 4.02 -1.09 -0.45
C 4.67 -1.22 -1.68
C 5.79 -2.03 -1.75
N 6.32 -2.68 -0.71
C 5.70 -2.53 0.46
C 4.56 -1.77 0.64
H 4.32 -0.68 -2.55
H 6.30 -2.15 -2.70
H 6.14 -3.06 1.30
H 4.10 -1.70 1.62
F 2.47 3.84 0.50
C 1.97 3.94 1.74
F 1.06 4.92 1.75
F 2.98 4.32 2.55
S 1.26 2.34 2.31
O 0.77 2.63 3.63
O 2.39 1.43 2.23
O 0.24 2.10 1.29
F -2.74 2.07 1.70
P -3.69 3.31 2.30
F -4.79 2.20 2.71
F -4.61 4.49 2.89
F -4.37 3.45 0.84
F -2.55 4.36 1.87
F -2.97 3.10 3.73
N -0.34 1.41 -1.34
C 0.07 1.30 -2.41
C 0.62 1.16 -3.69
C 2.02 1.07 -3.86
N 3.16 1.00 -4.03
C -0.22 0.93 -4.80
N -0.89 0.73 -5.73

Output
- net charge = -2
- gap between HOMO and LUMO (spin up / spin down) (eV) = 7.38 / 6.05
- relative energy (zero: lowest compared OMol25 entry of this formula, charge and spin) (kcal/mol) = 14.2
- HOMO energy (spin up / spin down) (eV) = -3.25 / -3.26
- 2S+1 = 6
- F_max (eV/Å) = 0.24
- lowest unoccupied orbital energy (spin up / spin down) (eV) = 4.136 / 2.790

=====

A molecular structure, C25H27ClF2N8O4ReSSe. Source: the Open Molecules 2025 dataset; level of theory: ωB97M-V/def2-TZVPD.

Cartesian coordinates (Å):
Re -0.39 -0.67 -0.18
O -1.08 2.38 2.13
Cl -1.38 1.06 1.78
O -2.43 0.51 2.56
O -1.73 0.97 0.32
O -0.16 0.20 1.84
F 1.69 3.49 -2.98
C 1.91 2.32 -2.36
C 0.86 1.72 -1.68
C 1.07 0.50 -1.02
C 2.35 -0.09 -1.07
C 3.37 0.57 -1.77
F 4.59 0.03 -1.84
C 3.18 1.77 -2.41
C 2.46 -1.43 -0.49
C 3.63 -2.15 -0.28
C 3.58 -3.41 0.28
C 2.35 -3.95 0.62
C 1.22 -3.20 0.40
N 1.25 -1.97 -0.14
H -0.12 2.19 -1.70
H 3.98 2.25 -2.96
H 4.58 -1.70 -0.54
H 4.50 -3.96 0.45
H 2.27 -4.93 1.06
H 0.24 -3.58 0.66
N -2.13 -1.54 -6.12
C -1.75 -1.36 -4.84
C -2.53 -0.63 -3.93
C -2.11 -0.48 -2.64
N -0.95 -0.99 -2.17
C -0.19 -1.69 -3.04
C -0.54 -1.90 -4.35
H -2.98 -1.14 -6.47
H -1.55 -2.04 -6.76
H -3.47 -0.19 -4.24
H -2.71 0.07 -1.92
H 0.73 -2.10 -2.65
H 0.11 -2.47 -4.99
C -1.30 -6.02 -1.92
C -2.65 -5.39 -1.56
C -2.50 -4.30 -0.54
N -1.88 -3.20 -0.75
N -1.83 -2.36 0.35
C -2.43 -2.89 1.40
N -2.49 -2.35 2.62
S -3.12 -4.44 1.08
H -1.42 -6.73 -2.74
H -0.88 -6.55 -1.07
H -0.60 -5.25 -2.23
H -3.34 -6.14 -1.19
H -3.12 -4.95 -2.45
H -2.28 -1.38 2.76
H -3.03 -2.81 3.34
C -0.64 5.81 1.29
N 0.68 6.28 0.88
C 1.04 7.58 0.73
C 2.34 7.60 0.31
N 2.75 6.31 0.21
C 4.07 5.88 -0.24
C 1.73 5.49 0.56
Se 1.77 3.64 0.59
H -1.12 6.61 1.85
H -0.53 4.93 1.92
H -1.23 5.57 0.41
H 0.37 8.39 0.94
H 2.99 8.43 0.09
H 4.75 6.72 -0.15
H 4.01 5.56 -1.28
H 4.42 5.06 0.38

Output
- net charge = +2
- gap between HOMO and LUMO (spin up / spin down) (eV) = 8.30 / 4.60
- relative energy (zero: lowest compared OMol25 entry of this formula, charge and spin) (kcal/mol) = 35.4
- HOMO energy (spin up / spin down) (eV) = -12.80 / -12.23
- 2S+1 = 4
- F_max (eV/Å) = 0.61
- lowest unoccupied orbital energy (spin up / spin down) (eV) = -4.499 / -7.624